# 1
C51H56LaN2O2P2S4 | wB97M-V/def2-TZVPD

Geometry as XYZ:
```
118
Properties=species:S:1:pos:R:3
La 0.65629 0.15882 0.01888
O -3.18751 1.34831 0.96697
S -2.50305 0.72201 -0.17013
C -3.40453 -0.80204 -0.62297
C -4.66879 -0.78377 -1.19533
C -5.29297 -1.97366 -1.53004
C -4.65889 -3.18563 -1.29436
C -3.41165 -3.21007 -0.69450
C -2.77558 -2.01843 -0.34889
P -1.18703 -2.05242 0.55068
C -1.71013 -2.34549 2.26709
C -2.97675 -1.99396 2.72757
C -3.30261 -2.19132 4.06265
C -2.37741 -2.74537 4.93589
C -1.11010 -3.08728 4.48088
C -0.76913 -2.86935 3.15689
C -0.48557 -3.62253 -0.05951
C -0.57397 -4.84544 0.60334
C -0.05985 -5.98876 0.00857
C 0.53054 -5.92287 -1.24671
C 0.60578 -4.71056 -1.91818
C 0.10262 -3.56617 -1.32214
C -2.94346 1.60623 -1.67821
C -4.16033 2.26544 -1.74795
C -4.60702 2.73887 -2.97122
C -3.84171 2.53557 -4.11347
C -2.60077 1.92476 -4.02614
C -2.12101 1.47780 -2.79390
P -0.42847 0.80330 -2.67604
C -0.42208 -0.39714 -4.04760
C -1.23585 -1.52264 -3.89494
C -1.29550 -2.47572 -4.89669
C -0.55914 -2.30153 -6.06259
C 0.24022 -1.17952 -6.22035
C 0.32342 -0.23002 -5.21040
C 0.63805 2.17866 -3.23158
C 0.18684 3.41729 -3.67755
C 1.10124 4.40516 -4.02085
C 2.46369 4.17804 -3.89330
C 2.92133 2.94356 -3.45249
C 2.01128 1.95243 -3.12619
H -5.17928 0.14856 -1.37836
H -6.27819 -1.95045 -1.97521
H -5.14461 -4.11312 -1.56625
H -2.92829 -4.15693 -0.49438
H -3.71150 -1.57404 2.05285
H -4.28917 -1.92264 4.41618
H -2.64382 -2.91072 5.97147
H -0.39741 -3.53276 5.16345
H 0.22499 -3.12383 2.80126
H -1.05167 -4.90905 1.57274
H -0.12953 -6.93839 0.52200
H 0.92628 -6.81875 -1.70599
H 1.05491 -4.65142 -2.90123
H 0.13502 -2.62157 -1.85548
H -4.74248 2.38767 -0.84178
H -5.56571 3.23519 -3.03551
H -4.20915 2.86634 -5.07563
H -2.00245 1.78396 -4.91826
H -1.84094 -1.63788 -2.99989
H -1.92069 -3.35019 -4.77173
H -0.61585 -3.03876 -6.85197
H 0.79714 -1.03549 -7.13649
H 0.95414 0.64111 -5.33734
H -0.87049 3.62314 -3.76237
H 0.74095 5.35452 -4.39486
H 3.16638 4.96286 -4.13951
H 3.98316 2.75850 -3.35998
H 2.36298 0.97103 -2.81515
C 5.02251 -0.07564 -1.41215
C 4.28425 -1.30727 -1.93433
S 2.79615 -1.86295 -1.05198
C 3.44160 -2.72610 0.41317
C 4.16024 -1.84324 1.42169
S 3.02540 -0.57164 2.08057
C 4.03670 0.93569 2.24467
C 4.84597 1.36076 1.02481
S 3.97899 1.17483 -0.57358
H 5.49725 0.42892 -2.25272
H 5.81309 -0.34809 -0.71812
H 4.95372 -2.16664 -1.97588
H 3.91452 -1.13221 -2.94492
H 4.09726 -3.52217 0.06006
H 2.55455 -3.18664 0.85688
H 5.01761 -1.34647 0.97619
H 4.51166 -2.45191 2.25424
H 4.70745 0.80292 3.09284
H 3.29295 1.69464 2.49330
H 5.78421 0.81503 0.95783
H 5.09300 2.41730 1.11910
C 1.10225 5.85524 1.33053
C 1.14916 5.21510 -0.07083
C 1.09234 3.77948 0.00903
N 1.02928 2.63551 0.10624
H 1.00486 6.93258 1.22427
H 2.01526 5.64741 1.88530
H 0.24944 5.48570 1.89739
H 2.05510 5.51039 -0.60401
H 0.29357 5.54405 -0.66651
O 0.10231 0.41925 2.27365
C -0.21288 0.59077 3.49408
C -1.32621 1.52109 3.85805
C -0.79899 2.78958 4.56198
C -0.49788 2.59779 6.04874
C 0.59306 1.57498 6.35668
C 0.25144 0.16079 5.88914
N 0.45675 -0.01532 4.44906
H -2.03178 1.00735 4.51670
H -1.85015 1.78419 2.94041
H -1.56588 3.55892 4.47198
H 0.09166 3.15233 4.03787
H -1.42202 2.31155 6.55819
H -0.19115 3.55775 6.46622
H 0.74074 1.54667 7.43691
H 1.54058 1.87684 5.90060
H -0.78410 -0.08059 6.13841
H 0.89798 -0.56219 6.38219
H 1.25102 -0.56776 4.15831
```

As for the electronic energy: -123631.573 eV. As for the multiplicity: 1. The total charge is +3. The value obtained for the highest occupied orbital energy is -15.4 eV. The orbital gap comes out at 0.2795 Ha.

Here are the Mulliken charges for atoms 1 to 99, given in e: atom 1 (La): 1.08, atom 2 (O): -0.83, atom 3 (S): 1.60, atom 4 (C): 1.10, atom 5 (C): -0.97, atom 6 (C): -0.88, atom 7 (C): -1.03, atom 8 (C): -0.86, atom 9 (C): -0.27, atom 10 (P): 1.62, atom 11 (C): 0.47, atom 12 (C): -0.81, atom 13 (C): -0.82, atom 14 (C): -0.78, atom 15 (C): -1.00, atom 16 (C): -0.32, atom 17 (C): -0.13, atom 18 (C): -0.27, atom 19 (C): -0.88, atom 20 (C): -0.78, atom 21 (C): -0.72, atom 22 (C): -0.15, atom 23 (C): -0.57, atom 24 (C): -0.40, atom 25 (C): -0.71, atom 26 (C): -0.80, atom 27 (C): -0.56, atom 28 (C): -0.16, atom 29 (P): 0.88, atom 30 (C): 0.63, atom 31 (C): -0.32, atom 32 (C): -0.49, atom 33 (C): -0.80, atom 34 (C): -0.74, atom 35 (C): -0.55, atom 36 (C): 0.68, atom 37 (C): -0.94, atom 38 (C): -0.80, atom 39 (C): -0.81, atom 40 (C): -0.86, atom 41 (C): -0.54, atom 42 (H): 0.61, atom 43 (H): 0.46, atom 44 (H): 0.46, atom 45 (H): 0.55, atom 46 (H): 0.44, atom 47 (H): 0.50, atom 48 (H): 0.47, atom 49 (H): 0.52, atom 50 (H): 0.64, atom 51 (H): 0.55, atom 52 (H): 0.49, atom 53 (H): 0.46, atom 54 (H): 0.54, atom 55 (H): 0.21, atom 56 (H): 0.66, atom 57 (H): 0.48, atom 58 (H): 0.49, atom 59 (H): 0.67, atom 60 (H): 0.15, atom 61 (H): 0.54, atom 62 (H): 0.45, atom 63 (H): 0.50, atom 64 (H): 0.49, atom 65 (H): 0.44, atom 66 (H): 0.46, atom 67 (H): 0.45, atom 68 (H): 0.50, atom 69 (H): 0.64, atom 70 (C): -1.22, atom 71 (C): -1.18, atom 72 (S): 0.38, atom 73 (C): -0.76, atom 74 (C): -0.93, atom 75 (S): 0.21, atom 76 (C): -0.68, atom 77 (C): -1.27, atom 78 (S): 0.47, atom 79 (H): 0.65, atom 80 (H): 0.51, atom 81 (H): 0.69, atom 82 (H): 0.39, atom 83 (H): 0.73, atom 84 (H): -0.03, atom 85 (H): 0.29, atom 86 (H): 0.61, atom 87 (H): 0.71, atom 88 (H): 0.17, atom 89 (H): 0.42, atom 90 (H): 0.57, atom 91 (C): -1.30, atom 92 (C): -0.44, atom 93 (C): -0.08, atom 94 (N): 0.16, atom 95 (H): 0.40, atom 96 (H): 0.36, atom 97 (H): 0.33, atom 98 (H): 0.32, atom 99 (H): 0.34

---

# 2
C51H56N5O10 | wB97M-V/def2-TZVPD

Geometry as XYZ:
```
122
Properties=species:S:1:pos:R:3
C 34.64300 34.82300 40.39000
C 33.48200 33.91600 40.22600
N 32.19000 34.39400 40.66100
C 31.02300 34.55100 39.88300
C 30.08000 35.26600 40.63100
N 30.63400 35.47200 41.81500
C 31.95600 35.04800 41.81000
C 30.09100 36.41500 42.79600
H 35.67200 34.51000 39.99400
H 34.84800 35.31800 41.43700
H 34.40000 35.70100 39.89900
H 33.56800 33.22000 40.88400
H 33.48900 33.64700 39.25600
H 31.06500 34.12900 38.86800
H 29.19600 35.53500 40.36800
H 32.64600 35.25600 42.67500
H 29.04200 35.96600 43.15500
H 30.23800 37.25100 42.37400
H 30.79800 36.43100 43.63800
N 27.35800 31.60100 42.39800
C 27.46100 32.22800 43.68100
C 27.25300 33.62900 43.85300
C 26.87300 34.41500 42.72400
C 26.87800 33.79100 41.56300
C 27.08200 32.34800 41.42500
H 27.60500 31.58300 44.53500
H 27.28600 33.95700 44.81400
H 26.68000 35.41900 42.87600
H 26.66800 34.33800 40.59900
H 27.04400 31.84300 40.38500
N 30.34800 30.36400 37.42500
C 29.76600 30.97200 38.43600
C 29.91200 30.45000 39.75700
C 30.83400 29.44500 39.90700
C 31.37300 28.76800 38.93700
C 31.18300 29.31300 37.65600
H 29.13700 31.87800 38.51300
H 29.37600 31.00600 40.66900
H 31.05000 29.05500 41.04900
H 32.21800 28.09500 39.14500
H 31.43200 28.53700 36.85000
N 36.30500 37.53800 41.85700
C 36.37000 38.75800 42.28400
C 37.44900 39.25700 42.87100
C 38.64300 38.50300 42.95700
C 38.57600 37.16800 42.47000
C 37.31500 36.74600 42.01700
H 35.64200 39.50800 41.98200
H 37.30300 40.30400 43.35200
H 39.70600 38.86900 43.37900
H 39.44800 36.61800 42.35900
H 37.26300 35.63200 41.84600
C 27.13200 33.87400 34.08700
C 28.03600 34.25900 35.25200
C 27.34600 34.43800 36.55300
C 25.91600 34.40000 36.62900
C 25.09300 34.08700 35.58200
C 25.66600 33.74300 34.33500
O 24.85400 33.47000 33.32300
O 28.09200 34.59800 37.69000
H 27.63500 33.57200 32.97500
H 29.08300 34.54300 35.38200
H 25.44300 34.51900 37.45500
H 24.07300 34.25400 35.49000
H 24.03200 33.49200 33.56600
H 28.55700 35.47500 37.44400
C 32.88700 40.77200 42.04900
C 33.97900 41.79400 42.32500
C 34.82300 42.09900 41.17200
C 34.58600 41.63600 39.92000
C 33.50200 40.60100 39.76400
C 32.82400 40.15200 40.89400
O 31.81900 39.14600 40.79300
O 35.74400 43.03600 41.35400
H 32.47300 40.32900 42.85400
H 33.95800 42.41900 43.26500
H 34.96300 42.03600 39.11800
H 33.06200 40.13200 38.65000
H 32.06200 38.66400 40.04000
H 36.53400 43.18800 42.02100
C 34.12900 39.20000 45.40900
C 33.24800 39.98800 46.34700
C 32.23500 39.29400 47.08500
C 32.01300 37.92200 46.78700
C 32.73200 37.16500 45.86500
C 33.77100 37.85200 45.10400
O 34.51300 37.14200 44.22800
O 31.18500 39.99400 47.71300
H 34.98900 39.75400 44.99600
H 33.25900 41.03500 46.19900
H 30.99400 37.58200 47.05700
H 32.76000 36.08500 45.58600
H 35.11400 37.70900 43.72100
H 30.77900 39.46000 48.40900
C 28.87100 40.34000 43.18900
C 28.75200 39.44400 42.03500
C 27.74300 38.43200 42.29100
C 27.02200 38.30300 43.50100
C 27.30600 39.18800 44.57000
C 28.26200 40.25100 44.36200
O 28.47700 41.18400 45.37000
O 27.37800 37.51000 41.27700
H 29.51900 41.12000 42.78100
H 29.30100 39.49200 41.14900
H 26.43500 37.64100 43.43500
H 26.76400 39.28700 45.41900
H 27.79500 41.20000 46.01000
H 27.85400 37.64100 40.48300
C 35.34700 32.16800 37.61400
C 36.49000 31.36100 38.15400
C 37.73500 31.94900 38.46600
C 37.93300 33.23400 38.08700
C 36.92200 34.08500 37.40200
C 35.72000 33.44900 37.25900
O 34.73100 34.22900 36.63700
O 38.70900 31.11700 38.93600
H 34.55300 31.58800 37.42900
H 36.19300 30.32500 38.40000
H 39.08800 33.67900 38.11200
H 37.23500 34.94100 37.26600
H 35.28900 34.85300 36.33600
H 39.55800 31.53800 38.73500
```

As for the electronic energy: -81696.961 eV. As for the multiplicity: 1. The total charge is +1. The value obtained for the highest occupied orbital energy is -9.8 eV. The orbital gap comes out at 0.2742 Ha.

Here are the Mulliken charges for atoms 1 to 99, given in e: atom 1 (C): -0.67, atom 2 (C): -0.90, atom 3 (N): 0.30, atom 4 (C): -0.83, atom 5 (C): -1.45, atom 6 (N): 0.39, atom 7 (C): -0.22, atom 8 (C): 0.10, atom 9 (H): 0.05, atom 10 (H): 0.16, atom 11 (H): 0.52, atom 12 (H): 0.44, atom 13 (H): 0.52, atom 14 (H): 0.62, atom 15 (H): 1.47, atom 16 (H): 0.39, atom 17 (H): -0.16, atom 18 (H): 0.18, atom 19 (H): 0.05, atom 20 (N): -0.56, atom 21 (C): -0.65, atom 22 (C): -0.50, atom 23 (C): 0.15, atom 24 (C): -0.34, atom 25 (C): -0.35, atom 26 (H): 0.38, atom 27 (H): 0.58, atom 28 (H): 0.60, atom 29 (H): 0.27, atom 30 (H): 0.48, atom 31 (N): -0.63, atom 32 (C): 0.17, atom 33 (C): 0.00, atom 34 (C): -0.13, atom 35 (C): -0.44, atom 36 (C): -0.23, atom 37 (H): 0.31, atom 38 (H): 0.03, atom 39 (H): 0.18, atom 40 (H): 0.38, atom 41 (H): 0.31, atom 42 (N): -0.06, atom 43 (C): -0.12, atom 44 (C): -0.15, atom 45 (C): -0.41, atom 46 (C): -0.81, atom 47 (C): 0.05, atom 48 (H): 0.31, atom 49 (H): 0.26, atom 50 (H): 0.25, atom 51 (H): 0.50, atom 52 (H): 0.23, atom 53 (C): -0.61, atom 54 (C): -0.36, atom 55 (C): 0.06, atom 56 (C): -0.79, atom 57 (C): -0.59, atom 58 (C): 0.78, atom 59 (O): -0.45, atom 60 (O): -0.13, atom 61 (H): 0.22, atom 62 (H): 0.34, atom 63 (H): 0.67, atom 64 (H): 0.36, atom 65 (H): 0.24, atom 66 (H): 0.29, atom 67 (C): -0.38, atom 68 (C): -0.46, atom 69 (C): 0.37, atom 70 (C): -0.97, atom 71 (C): -0.45, atom 72 (C): 0.12, atom 73 (O): -0.17, atom 74 (O): -0.62, atom 75 (H): 0.82, atom 76 (H): 0.37, atom 77 (H): 0.77, atom 78 (H): 0.12, atom 79 (H): 0.11, atom 80 (H): 0.38, atom 81 (C): -0.44, atom 82 (C): -0.50, atom 83 (C): 0.27, atom 84 (C): -0.32, atom 85 (C): -0.88, atom 86 (C): 0.96, atom 87 (O): -0.52, atom 88 (O): -0.51, atom 89 (H): 0.35, atom 90 (H): 0.46, atom 91 (H): 0.20, atom 92 (H): 0.42, atom 93 (H): 0.19, atom 94 (H): 0.33, atom 95 (C): -0.51, atom 96 (C): -0.61, atom 97 (C): 0.62, atom 98 (C): -1.49, atom 99 (C): -0.80

---

Number 1: LUMO -7.78 eV, strongest force on any atom 1.8 eV/Å. Number 2: LUMO -2.30 eV, strongest force on any atom 13.8 eV/Å.